Entry 1:
ORCA calculation (ωB97M-V with the def2-TZVPD basis set) on 10 unconnected molecules or ions with the total composition C50H81BClFI2NO30S2 in a non-equilibrium geometry.

Output
Largest force on an atom, eV/A: 2.81
Kohn-Sham gap, hartree: 0.2297
DFT total energy, eV: -169858.677
LUMO level, eV: -3.8113

Structure (ORCA input):
```
! wB97M-V def2-TZVPD RIJCOSX def2/J DEFGRID3
* xyz 1 1
C 4.394 4.383 -3.640
C 3.428 4.500 -2.437
O 3.994 3.901 -1.263
B 3.103 3.324 -0.387
O 1.872 4.000 -0.258
C 3.231 1.931 0.404
S 2.721 2.614 2.094
C 2.128 0.849 0.042
C 1.722 -0.025 1.233
C 0.322 0.386 1.805
C -0.708 -0.482 1.026
C 0.218 -0.006 3.293
N 2.403 0.142 -1.279
Cl 1.515 -1.406 -1.385
C 1.627 0.924 -2.336
C 1.520 0.426 -3.778
C 3.853 -0.179 -1.531
S 4.511 1.190 -2.646
C 4.258 -1.490 -2.241
C 3.845 -1.888 -3.666
C 4.623 -1.258 -4.829
F 4.504 -2.078 -5.924
C 4.818 -0.082 -0.264
C 5.155 -1.332 0.582
C 6.343 -2.183 0.010
C 4.044 -2.299 1.064
C 4.621 -3.630 1.623
C 4.677 1.273 0.545
O 4.707 1.034 1.955
C 5.874 2.225 0.274
I 5.982 3.860 1.696
C 7.291 1.464 0.426
C 7.953 1.257 -0.957
I 8.752 2.473 1.647
H 5.435 4.339 -3.331
H 4.189 5.230 -4.296
H 4.100 3.506 -4.220
H 2.478 4.068 -2.748
H 3.337 5.569 -2.235
H 2.073 4.861 0.133
H 1.411 2.893 1.926
H 1.269 1.508 -0.098
H 1.604 -1.094 1.067
H 2.432 -0.014 2.056
H 0.069 1.423 1.585
H -1.702 -0.271 1.391
H -0.457 -1.530 1.206
H -0.632 -0.249 -0.039
H -0.435 -0.882 3.401
H 1.186 -0.329 3.692
H -0.141 0.784 3.951
H 1.875 1.984 -2.400
H 0.590 0.884 -2.003
H 2.464 0.360 -4.310
H 0.912 -0.461 -3.934
H 0.987 1.228 -4.300
H 5.736 0.668 -2.874
H 5.347 -1.422 -2.301
H 4.102 -2.375 -1.625
H 4.140 -2.941 -3.758
H 2.776 -1.946 -3.864
H 5.682 -1.262 -4.531
H 4.371 -0.218 -5.035
H 5.749 0.058 -0.806
H 5.628 -1.019 1.516
H 6.991 -2.549 0.790
H 5.990 -2.972 -0.650
H 6.972 -1.551 -0.634
H 3.308 -2.597 0.318
H 3.579 -1.845 1.938
H 4.856 -4.329 0.821
H 5.477 -3.472 2.276
H 3.814 -4.107 2.184
H 5.600 0.812 2.248
H 5.918 2.607 -0.738
H 7.107 0.499 0.900
H 9.037 1.263 -0.891
H 7.697 2.065 -1.646
H 7.614 0.299 -1.359
C -2.197 -3.015 6.828
C -3.337 -3.658 6.077
O -3.701 -2.638 5.139
C -2.624 -1.846 4.956
O -2.535 -1.014 4.109
O -1.650 -2.122 5.851
H -1.448 -3.730 7.157
H -2.537 -2.436 7.689
H -3.025 -4.547 5.523
H -4.166 -3.926 6.727
C 11.229 -2.817 1.180
C 10.427 -2.802 2.459
O 9.111 -3.138 2.000
C 9.241 -3.813 0.833
O 8.349 -4.375 0.281
O 10.511 -3.763 0.378
H 12.257 -3.135 1.327
H 11.226 -1.851 0.671
H 10.756 -3.561 3.170
H 10.431 -1.832 2.950
C 9.188 -7.006 -2.196
C 7.889 -7.494 -1.605
O 8.061 -8.912 -1.596
C 9.396 -9.167 -1.589
O 9.875 -10.235 -1.414
O 10.107 -8.029 -1.806
H 9.493 -6.038 -1.803
H 9.160 -6.953 -3.287
H 7.742 -7.150 -0.580
H 7.024 -7.214 -2.201
C -5.419 1.318 1.999
C -6.526 0.610 1.266
O -7.033 1.636 0.398
C -6.044 2.539 0.207
O -6.076 3.418 -0.593
O -5.003 2.308 1.045
H -4.600 0.662 2.261
H -5.769 1.821 2.902
H -6.165 -0.220 0.654
H -7.294 0.244 1.938
C -3.773 -6.329 9.684
C -5.030 -7.160 9.772
O -6.015 -6.287 9.210
C -5.384 -5.411 8.406
O -5.938 -4.662 7.665
O -4.036 -5.491 8.549
H -2.880 -6.928 9.525
H -3.624 -5.697 10.561
H -4.977 -8.067 9.168
H -5.288 -7.430 10.793
C -8.142 1.768 -2.871
C -8.526 2.476 -4.146
O -8.067 1.564 -5.155
C -8.008 0.329 -4.601
O -7.823 -0.674 -5.212
O -8.186 0.387 -3.260
H -8.832 1.965 -2.056
H -7.131 2.009 -2.542
H -9.605 2.603 -4.248
H -8.048 3.443 -4.250
C -10.302 7.478 -4.979
C -10.270 6.148 -5.687
O -9.388 5.379 -4.856
C -9.410 5.927 -3.614
O -8.919 5.424 -2.656
O -10.062 7.112 -3.613
H -11.257 7.986 -5.081
H -9.509 8.147 -5.309
H -11.246 5.660 -5.711
H -9.887 6.220 -6.701
C -7.506 11.024 -6.738
C -7.410 11.201 -8.234
O -8.073 10.033 -8.727
C -8.916 9.597 -7.763
O -9.733 8.749 -7.916
O -8.706 10.257 -6.596
H -7.585 11.967 -6.203
H -6.672 10.452 -6.328
H -7.944 12.085 -8.588
H -6.383 11.243 -8.590
C -7.997 -3.342 5.801
C -9.147 -4.000 5.075
O -9.612 -2.958 4.217
C -8.595 -2.089 4.024
O -8.625 -1.197 3.236
O -7.549 -2.366 4.847
H -7.216 -4.045 6.053
H -8.310 -2.820 6.708
H -8.824 -4.844 4.462
H -9.939 -4.330 5.742
*
```

Entry 2:
ORCA calculation (ωB97M-V with the def2-TZVPD basis set) on CH4BNO3 in the gas phase in a non-equilibrium geometry.

Output
Largest force on an atom, eV/A: 4.56
Kohn-Sham gap, hartree: 0.3463
SMILES: NC(=O)B(O)O
DFT total energy, eV: -9413.159
LUMO level, eV: 0.1047

Structure (ORCA input):
```
! wB97M-V def2-TZVPD RIJCOSX def2/J DEFGRID3
* xyz 0 1
B -0.883 0.146 0.081
C 0.011 0.786 -1.122
N 1.323 0.567 -1.004
O -0.431 1.309 -2.111
O -1.284 -1.095 -0.290
O -1.086 0.686 1.291
H 1.719 0.443 -0.141
H 1.883 1.211 -1.661
H -1.697 -1.771 0.332
H -1.787 0.192 1.576
*
```

Entry 3:
ORCA calculation (ωB97M-V with the def2-TZVPD basis set) on 2 unconnected molecules or ions with the total composition C4H13N3O2 in a non-equilibrium geometry.

Output
Largest force on an atom, eV/A: 4.69
Kohn-Sham gap (alpha / beta), hartree: 0.3728 / 0.1648
DFT total energy, eV: -12915.139
LUMO level (alpha / beta), eV: -3.3305 / -8.8708
<S²>: 0.76

Structure (ORCA input):
```
! wB97M-V def2-TZVPD RIJCOSX def2/J DEFGRID3
* xyz 1 2
C -1.432 0.718 0.471
N -1.687 0.803 1.923
C -0.962 -0.670 0.014
C -1.783 -1.261 -1.168
N 0.406 -0.690 -0.436
C 1.466 -0.941 0.315
N 2.745 -0.899 -0.361
O 1.345 -1.153 1.521
H -0.896 1.527 -0.013
H -2.471 0.996 0.100
H -1.771 1.769 2.304
H -1.124 0.239 2.509
H -1.080 -1.311 0.857
H -2.682 -1.854 -0.702
H -2.244 -0.447 -1.713
H -1.275 -2.083 -1.772
H 0.453 -0.405 -1.369
H 2.829 -0.389 -1.166
H 3.604 -0.860 0.182
H 1.422 2.345 -0.600
H 2.826 2.484 -0.102
O 2.312 2.081 -0.795
*
```

Entry 4:
ORCA calculation (ωB97M-V with the def2-TZVPD basis set) on a molecular structure, C10H32CoO7 in a non-equilibrium geometry.

Output
Largest force on an atom, eV/A: 1.38
Kohn-Sham gap (alpha / beta), hartree: 0.3184 / 0.3228
DFT total energy, eV: -62848.066
LUMO level (alpha / beta), eV: 0.7660 / 0.7619
<S²>: 3.76

Structure (ORCA input):
```
! wB97M-V def2-TZVPD RIJCOSX def2/J DEFGRID3
* xyz 0 4
Co 0.241 -0.224 -0.556
O 1.517 -0.464 -2.005
H 1.919 0.174 -2.579
O -0.931 -0.202 1.036
H -0.905 -1.125 1.260
C -1.982 4.451 2.318
C -1.205 3.152 2.275
O -1.603 2.360 1.180
H -1.597 5.068 3.131
H -3.033 4.224 2.502
H -1.925 5.045 1.404
H -1.430 2.647 3.223
H -0.119 3.307 2.208
H -1.337 1.409 1.274
C -0.096 -4.810 -0.220
C 0.257 -3.564 0.569
O 0.461 -2.454 -0.302
H -0.367 -5.632 0.444
H 0.721 -5.112 -0.879
H -0.954 -4.602 -0.863
H 1.141 -3.745 1.190
H -0.556 -3.305 1.250
H 1.056 -2.690 -1.030
C 2.879 -1.296 2.205
C 3.000 -0.477 0.918
O 1.864 0.364 0.788
H 1.902 -1.768 2.273
H 2.959 -0.639 3.076
H 3.631 -2.083 2.307
H 3.058 -1.167 0.077
H 3.924 0.104 0.868
H 1.939 1.132 1.358
C 1.617 3.501 -0.927
C 0.475 2.898 -1.727
O -0.160 1.852 -0.991
H 2.264 2.680 -0.615
H 1.273 4.111 -0.092
H 2.242 4.137 -1.562
H 0.910 2.458 -2.627
H -0.241 3.648 -2.071
H -0.791 2.304 -0.390
C -2.680 -2.539 -2.593
C -2.477 -1.398 -1.625
O -1.361 -0.586 -1.968
H -3.473 -3.222 -2.287
H -1.740 -3.094 -2.670
H -2.945 -2.191 -3.595
H -2.364 -1.779 -0.611
H -3.385 -0.779 -1.602
H -1.592 -0.079 -2.750
*
```

Entry 5:
ORCA calculation (ωB97M-V with the def2-TZVPD basis set) on a molecular structure, C10H30AsF6O13 in a non-equilibrium geometry.

Output
Largest force on an atom, eV/A: 4.04
Kohn-Sham gap (alpha / beta), hartree: 0.0956 / 0.3326
DFT total energy, eV: -114621.601
LUMO level (alpha / beta), eV: 4.3337 / 4.2458
<S²>: 0.75

Structure (ORCA input):
```
! wB97M-V def2-TZVPD RIJCOSX def2/J DEFGRID3
* xyz -2 2
As 0.409 -0.056 -0.962
F 1.498 0.734 -2.125
F 0.243 -1.272 -2.221
F -0.689 -1.050 0.066
F 0.692 1.197 0.264
F -0.940 0.922 -1.560
F 1.683 -0.971 -0.176
O 3.597 0.023 -2.971
H 2.838 0.576 -2.787
H 3.410 -0.799 -2.518
O 1.043 -0.073 2.758
H 0.223 -0.545 2.901
H 1.153 -0.067 1.807
O -3.069 -0.220 0.638
H -3.173 0.253 -0.188
H -2.289 -0.759 0.509
O -1.341 -1.924 2.737
H -1.975 -2.123 2.048
H -1.569 -2.519 3.452
O 3.050 3.220 0.643
H 2.360 2.781 0.146
H 3.475 2.518 1.135
C -2.471 3.263 1.543
C -1.490 2.807 2.678
C -0.142 3.581 2.523
O 0.095 4.166 3.721
C -0.895 3.922 4.588
O -0.836 4.261 5.789
O -1.920 3.303 3.913
H -2.389 2.564 0.711
H -2.370 4.240 1.069
H -3.494 3.108 1.886
H -1.375 1.727 2.780
H -0.138 4.401 1.805
H 0.706 2.905 2.409
C 1.098 -4.547 -0.750
C 0.464 -5.568 0.166
C -0.070 -4.851 1.438
O -1.470 -4.793 1.289
C -1.846 -5.653 0.348
O -2.982 -6.033 0.147
O -0.779 -6.019 -0.381
H 1.657 -5.066 -1.529
H 1.855 -3.939 -0.254
H 0.323 -3.886 -1.138
H 1.099 -6.376 0.530
H 0.340 -3.847 1.546
H 0.207 -5.346 2.369
C 0.346 3.789 -2.195
O -1.113 3.728 -1.975
H 0.554 4.694 -2.766
H 0.781 3.834 -1.196
H 0.795 2.982 -2.774
H -1.273 2.785 -1.901
C 1.334 0.050 -5.158
O -0.084 -0.182 -5.117
H 1.943 -0.676 -4.619
H 1.677 -0.030 -6.190
H 1.658 0.975 -4.682
H -0.423 -0.121 -4.221
*
```

Entry 6:
ORCA calculation (ωB97M-V with the def2-TZVPD basis set) on 7 unconnected molecules or ions with the total composition C4H24NO7 in a non-equilibrium geometry.

Output
Largest force on an atom, eV/A: 1.82
Kohn-Sham gap, hartree: 0.4160
DFT total energy, eV: -20354.285
LUMO level, eV: -2.4468

Structure (ORCA input):
```
! wB97M-V def2-TZVPD RIJCOSX def2/J DEFGRID3
* xyz 1 1
O -1.423 -0.827 -0.420
C -1.423 -0.026 0.749
C -0.213 0.882 0.800
N 0.983 0.069 0.536
C 1.134 -1.176 1.395
C 0.958 -0.857 2.873
H -1.741 -0.276 -1.147
H -2.378 0.496 0.806
H -1.489 -0.757 1.559
H -0.453 1.550 -0.030
H -0.050 1.473 1.684
H 1.901 0.505 0.589
H 0.964 -0.204 -0.442
H 0.424 -1.936 1.079
H 2.133 -1.498 1.134
H 1.444 -1.720 3.332
H 1.570 -0.023 3.210
H -0.080 -0.835 3.180
H 0.643 -1.425 -3.801
H -0.030 -1.636 -2.412
O 0.716 -1.223 -2.863
H 2.647 0.128 -1.876
H 3.979 -0.642 -1.430
O 3.187 -0.186 -1.147
H -3.654 0.673 -2.606
H -3.182 1.753 -1.622
O -2.863 1.062 -2.218
H 3.949 2.165 1.815
H 3.652 1.681 0.422
O 3.318 1.620 1.329
H -2.614 -4.204 -0.814
H -2.396 -3.140 -1.951
O -2.025 -3.530 -1.158
H -1.953 4.414 -0.547
H -2.845 3.701 0.461
O -2.792 3.948 -0.468
*
```